This record from the Open Molecules 2025 dataset describes a structure of composition C29H41N9O4Sc. The level of theory is ωB97M-V/def2-TZVPD.

```
! wB97M-V def2-TZVPD RIJCOSX def2/J DEFGRID3
* xyz 1 1
Sc -1.34 -1.17 -0.32
C -0.29 1.08 2.66
C -0.93 2.30 2.00
N -1.03 2.06 0.56
C 0.84 3.82 -0.52
C 1.47 2.49 -0.97
N 1.71 1.61 0.16
C 3.07 1.62 0.67
C 3.29 0.55 1.74
C 3.03 -0.88 1.25
N 1.62 -1.27 1.35
C 1.28 -1.71 2.69
C -0.15 -2.24 2.73
N -1.10 -1.27 2.17
C -1.26 -0.07 3.02
H 0.20 1.42 3.57
H 0.45 0.70 1.95
H -0.28 3.16 2.15
H -1.90 2.52 2.47
H -1.99 2.45 -1.18
H 0.89 3.87 0.56
H 1.37 4.66 -0.96
H 2.41 2.72 -1.50
H 0.81 1.98 -1.67
H 1.42 0.66 -0.05
H 3.25 2.61 1.11
H 3.82 1.47 -0.13
H 2.65 0.76 2.60
H 4.32 0.62 2.07
H 3.65 -1.57 1.85
H 3.34 -0.97 0.21
H 1.47 -2.06 0.72
H 1.37 -0.87 3.38
H 1.96 -2.50 3.04
H -0.40 -2.49 3.78
H -0.22 -3.15 2.13
H -2.01 -1.74 2.16
H -1.11 -0.35 4.07
H -2.29 0.28 2.92
O -4.07 1.33 -2.68
C -3.14 1.95 -3.43
C -3.53 3.03 -4.23
C -2.60 3.72 -4.98
C -1.26 3.36 -4.93
C -0.86 2.30 -4.15
C -1.78 1.58 -3.39
C -1.34 0.42 -2.59
O -2.19 -0.40 -2.07
N -0.05 0.26 -2.45
N 0.25 -0.85 -1.68
C 1.19 -1.63 -2.09
C 1.43 -2.90 -1.49
C 2.61 -3.59 -1.83
C 2.87 -4.84 -1.31
C 1.93 -5.43 -0.47
C 0.75 -4.80 -0.15
C 0.45 -3.52 -0.65
O -0.67 -2.93 -0.32
H -3.65 0.51 -2.31
H -4.58 3.28 -4.26
H -2.92 4.53 -5.61
H -0.54 3.89 -5.53
H 0.17 1.97 -4.14
H 1.80 -1.33 -2.95
H 3.32 -3.11 -2.48
H 3.78 -5.36 -1.57
H 2.14 -6.40 -0.04
H 0.03 -5.28 0.49
C -5.12 1.07 1.40
N -3.85 1.60 0.92
C -3.75 2.97 0.86
C -2.79 3.73 0.31
C -1.63 3.03 -0.32
N -1.63 0.81 0.31
C -2.92 0.63 0.53
O -3.31 -0.57 0.43
N -0.59 3.98 -0.93
H -5.92 1.79 1.23
H -5.05 0.85 2.47
H -5.35 0.15 0.87
H -4.60 3.47 1.32
H -2.84 4.80 0.38
H -0.89 4.94 -0.73
H -0.63 3.84 -1.95
*
```

Computed properties:
energy above the lowest of the compared OMol25 structures with the same formula, charge and spin	4.928	eV
HOMO energy	-10.570	eV
lowest unoccupied orbital energy	-2.53	eV

These are the Löwdin partial charges, in e, on atoms 1 to 6:
1 Sc 1.09
2 C -0.15
3 C -0.14
4 N -0.10
5 C -0.09
6 C -0.19

This record from the Open Molecules 2025 dataset describes an isolated molecule of C5H8N2. The level of theory is ωB97M-V/def2-TZVPD.

```
! wB97M-V def2-TZVPD RIJCOSX def2/J DEFGRID3
* xyz 0 1
C -2.84 -0.22 0.04
N -1.42 -0.01 0.14
C -0.74 -0.62 1.02
N 0.67 -0.53 1.06
C 1.07 0.15 0.06
C 2.71 0.20 -0.42
C 1.08 0.75 -1.09
H -3.04 -0.76 -0.89
H -3.28 -0.78 0.88
H -3.34 0.75 -0.04
H -1.16 -1.27 1.79
H 3.14 0.46 0.55
H 2.95 -0.82 -0.72
H 3.13 0.89 -1.16
H 1.07 1.82 -1.23
*
```

Computed properties:
energy above the lowest of the compared OMol25 structures with the same formula, charge and spin	4.743	eV
HOMO energy	-8.534	eV
lowest unoccupied orbital energy	1.00	eV

These are the natural (NBO) partial charges, in e, on atoms 1 to 6:
1 C -0.42
2 N -0.47
3 C 0.26
4 N -0.58
5 C 0.34
6 C -0.61

This record from the Open Molecules 2025 dataset describes a cluster of 9 separate species, C46H41Cl4F7O in total. The level of theory is ωB97M-V/def2-TZVPD.

```
! wB97M-V def2-TZVPD RIJCOSX def2/J DEFGRID3
* xyz 0 1
C 5.86 -0.79 -3.05
Cl 7.11 -2.01 -3.04
Cl 6.06 0.13 -1.55
Cl 6.08 0.32 -4.41
Cl 4.23 -1.59 -3.00
C 1.26 -0.68 -0.94
C 0.26 -1.37 -0.01
O 0.43 -2.58 0.39
C -0.87 -0.51 0.48
H 2.00 -1.41 -1.24
H 1.90 0.08 -0.48
H 0.71 -0.29 -1.80
H -0.61 0.54 0.31
H -1.04 -0.61 1.55
H -1.84 -0.75 0.03
F -3.80 2.37 1.99
C -4.64 1.53 2.53
C -4.31 0.16 2.62
C -5.27 -0.73 3.15
C -6.50 -0.21 3.54
C -6.83 1.16 3.37
C -5.87 2.01 2.92
H -3.39 -0.32 2.32
H -4.99 -1.77 3.29
H -7.18 -0.96 3.92
H -7.79 1.55 3.66
H -6.12 3.06 2.97
F -1.05 8.16 0.28
C -1.12 6.85 0.09
C -0.53 6.32 -1.06
C -0.59 4.93 -1.36
C -1.18 4.08 -0.45
C -1.81 4.56 0.70
C -1.77 5.97 0.96
H -0.06 6.97 -1.78
H -0.12 4.65 -2.29
H -1.25 3.04 -0.71
H -2.29 3.86 1.36
H -2.20 6.31 1.89
F -3.76 -5.37 -5.05
C -3.39 -4.59 -4.00
C -2.48 -4.96 -2.99
C -2.36 -4.17 -1.90
C -3.20 -3.12 -1.65
C -4.05 -2.66 -2.66
C -4.11 -3.36 -3.87
H -2.06 -5.95 -2.96
H -1.68 -4.43 -1.10
H -3.17 -2.59 -0.71
H -4.70 -1.80 -2.56
H -4.80 -3.10 -4.66
F -1.63 -2.01 5.35
C -0.76 -1.35 4.61
C -0.86 0.03 4.62
C 0.12 0.83 3.96
C 1.23 0.19 3.33
C 1.37 -1.22 3.47
C 0.36 -2.00 4.03
H -1.67 0.50 5.16
H 0.09 1.91 3.97
H 2.02 0.76 2.86
H 2.23 -1.67 2.99
H 0.40 -3.07 4.08
F 1.66 3.98 -6.47
C 2.15 3.32 -5.37
C 2.34 3.92 -4.15
C 2.83 3.22 -3.05
C 3.07 1.85 -3.15
C 2.82 1.21 -4.37
C 2.36 1.97 -5.49
H 2.14 4.98 -4.08
H 3.00 3.62 -2.07
H 3.43 1.32 -2.28
H 3.07 0.17 -4.51
H 2.15 1.62 -6.48
F 0.52 -5.59 -2.65
C 1.17 -6.20 -1.61
C 1.00 -5.69 -0.31
C 1.52 -6.37 0.77
C 2.30 -7.48 0.60
C 2.53 -7.93 -0.69
C 1.94 -7.35 -1.78
H 0.55 -4.71 -0.19
H 1.48 -5.93 1.75
H 2.76 -7.95 1.46
H 3.14 -8.81 -0.84
H 2.11 -7.67 -2.79
F 3.73 2.07 0.02
C 3.30 2.70 1.14
C 2.13 3.38 1.02
C 1.68 4.22 2.04
C 2.31 4.27 3.29
C 3.50 3.46 3.46
C 3.97 2.73 2.37
H 1.66 3.45 0.05
H 0.80 4.83 1.91
H 1.97 5.01 3.99
H 3.91 3.35 4.45
H 4.92 2.22 2.51
*
```

Computed properties:
HOMO energy	-9.032	eV
lowest unoccupied orbital energy	0.07	eV
SMILES	ClC(Cl)(Cl)Cl.Fc1ccccc1.Fc1ccccc1.Fc1ccccc1.Fc1ccccc1.Fc1ccccc1.Fc1ccccc1.Fc1ccccc1.CC(C)=O

These are the Löwdin partial charges, in e, on atoms 1 to 6:
1 C -2.00
2 Cl 0.54
3 Cl 0.52
4 Cl 0.57
5 Cl 0.55
6 C -0.02

This record from the Open Molecules 2025 dataset describes an isolated molecule of C8H14ClNS. The level of theory is ωB97M-V/def2-TZVPD.

```
! wB97M-V def2-TZVPD RIJCOSX def2/J DEFGRID3
* xyz 0 1
C -0.05 2.87 -2.34
C -0.49 2.33 -1.21
C -0.17 0.85 4.33
C -1.13 -1.80 0.07
C 1.43 -1.61 0.34
C -0.60 0.84 -0.87
C 0.03 -1.05 0.76
C 0.13 0.46 0.46
N -0.05 0.59 3.08
S -0.71 1.47 1.87
Cl 0.44 -0.33 5.45
H -0.12 3.96 -2.50
H 0.54 2.47 -3.19
H -1.06 3.06 -0.60
H -0.56 1.70 4.88
H -0.96 -2.12 -0.99
H -1.24 -2.66 0.62
H -2.08 -1.31 0.07
H 2.32 -1.07 0.62
H 1.37 -1.80 -0.76
H 1.54 -2.53 0.82
H -0.06 0.31 -1.75
H -1.52 0.43 -0.92
H -0.03 -1.23 1.92
H 1.12 0.77 0.54
*
```

Computed properties:
energy above the lowest of the compared OMol25 structures with the same formula, charge and spin	0.800	eV
HOMO energy	-8.506	eV
lowest unoccupied orbital energy	0.80	eV
SMILES	C=CC[C@@H](S/N=C/Cl)C(C)C

These are the natural (NBO) partial charges, in e, on atoms 1 to 6:
1 C -0.38
2 C -0.19
3 C 0.06
4 C -0.62
5 C -0.61
6 C -0.46

This record from the Open Molecules 2025 dataset describes a cluster of 3 separate species, C23H40F6N2O5P in total. The level of theory is ωB97M-V/def2-TZVPD.

```
! wB97M-V def2-TZVPD RIJCOSX def2/J DEFGRID3
* xyz 1 3
O 2.35 0.00 -5.34
C 1.98 0.05 -6.55
O 2.74 0.85 -7.41
C 0.72 -0.84 -6.98
F 1.20 -1.86 -7.84
F 0.17 -1.37 -5.77
C -0.43 -0.05 -7.77
F -0.67 1.27 -7.31
F -0.14 0.05 -9.17
C -1.87 -0.82 -7.71
F -1.72 -2.23 -7.72
F -2.57 -0.50 -8.93
C -2.80 -0.27 -6.51
O -2.67 -0.58 -5.32
P -4.18 0.99 -6.96
H 3.36 1.37 -6.85
H -4.00 1.56 -8.28
H -5.40 0.23 -6.91
H -4.15 1.99 -5.93
C 1.74 -3.58 0.33
C 0.59 -2.58 0.61
C -0.72 -3.34 0.92
C -1.37 -3.96 -0.31
C -1.57 -2.91 -1.40
C -0.27 -2.15 -1.75
N 0.45 -1.64 -0.54
O -0.24 -0.56 -0.09
C 0.65 -3.09 -2.58
C -0.60 -1.02 -2.75
C 1.06 -1.88 1.91
H 1.52 -4.30 -0.46
H 2.66 -3.06 0.06
H 1.95 -4.19 1.21
H -1.44 -2.66 1.39
H -0.52 -4.13 1.66
H -0.77 -4.79 -0.68
H -2.34 -4.38 -0.04
H -1.98 -3.39 -2.29
H -2.33 -2.20 -1.06
H 1.67 -2.68 -2.65
H 0.28 -3.21 -3.60
H 0.71 -4.10 -2.19
H -1.34 -0.31 -2.37
H -1.02 -1.43 -3.68
H 0.30 -0.46 -3.02
H 1.98 -1.32 1.75
H 1.27 -2.62 2.69
H 0.31 -1.20 2.33
C 2.07 4.22 5.05
C 1.00 3.65 6.01
C 1.54 2.41 6.75
C 1.62 1.17 5.87
C 0.27 0.89 5.21
C -0.29 2.11 4.44
N -0.26 3.36 5.25
O -1.27 3.28 6.16
C 0.52 2.28 3.13
C -1.71 1.77 3.93
C 0.83 4.79 7.05
H 2.47 3.50 4.34
H 1.68 5.07 4.49
H 2.95 4.57 5.61
H 0.91 2.19 7.62
H 2.54 2.62 7.16
H 2.40 1.28 5.12
H 1.90 0.30 6.49
H 0.37 0.03 4.54
H -0.44 0.58 5.99
H 0.32 3.26 2.67
H 0.25 1.52 2.39
H 1.59 2.17 3.25
H -2.40 1.50 4.74
H -1.69 0.91 3.25
H -2.14 2.61 3.38
H 0.43 5.70 6.58
H 1.80 5.05 7.50
H 0.18 4.52 7.88
*
```

Computed properties:
HOMO energy (alpha / beta)	-9.896 / -10.515	eV
expectation value of S²	2.009
lowest unoccupied orbital energy (alpha / beta)	-6.15 / -6.15	eV

These are the Löwdin partial charges, in e, on atoms 1 to 6:
1 O 0.10
2 C -0.28
3 O 0.10
4 C -0.19
5 F 0.10
6 F 0.08

This record from the Open Molecules 2025 dataset describes a structure of composition C6H10O. The level of theory is ωB97M-V/def2-TZVPD.

```
! wB97M-V def2-TZVPD RIJCOSX def2/J DEFGRID3
* xyz 0 1
C 2.32 0.08 0.27
C 0.83 -0.02 0.00
C 0.10 -1.06 0.41
C -1.38 -1.09 0.15
C -1.78 0.12 -0.70
C 0.23 1.11 -0.75
O -0.04 2.18 0.01
H 2.57 0.87 0.99
H 2.88 0.28 -0.65
H 2.66 -0.87 0.69
H 0.58 -1.92 0.89
H -1.93 -1.12 1.10
H -1.63 -2.02 -0.38
H -2.52 -0.14 -1.46
H -2.17 0.97 -0.12
H -0.78 0.67 -1.40
H 0.05 1.96 0.96
*
```

Computed properties:
energy above the lowest of the compared OMol25 structures with the same formula, charge and spin	3.672	eV
HOMO energy	-7.626	eV
lowest unoccupied orbital energy	0.81	eV

These are the natural (NBO) partial charges, in e, on atoms 1 to 6:
1 C -0.62
2 C -0.13
3 C -0.18
4 C -0.46
5 C -0.51
6 C 0.14

This record from the Open Molecules 2025 dataset describes a cluster of 2 separate species, C11H13NOS2 in total. The level of theory is ωB97M-V/def2-TZVPD.

```
! wB97M-V def2-TZVPD RIJCOSX def2/J DEFGRID3
* xyz 0 1
C 0.74 -3.33 -0.88
C -0.52 -3.80 -1.14
C 0.91 -2.20 -0.01
C -1.61 -3.17 -0.63
C -0.19 -1.79 0.69
C -1.46 -2.25 0.42
C -0.18 -0.71 1.64
C -0.12 3.72 -0.58
C 0.79 1.21 -1.05
C 0.99 2.35 1.29
C 0.35 2.35 -0.15
N -0.47 1.13 -0.37
O 1.77 1.20 1.66
S -2.84 -1.63 1.26
S -1.58 -0.24 2.22
H 1.59 -3.89 -1.27
H -0.54 -4.71 -1.66
H 1.80 -1.76 0.29
H -2.64 -3.31 -0.97
H -1.15 3.67 -0.46
H 0.37 4.41 0.16
H 0.18 3.88 -1.63
H -1.36 1.18 -0.93
H 1.37 0.38 -0.79
H 0.81 1.31 -2.10
H 1.66 3.19 1.36
H 0.22 2.43 2.00
H 1.10 0.41 1.62
*
```

Computed properties:
energy above the lowest of the compared OMol25 structures with the same formula, charge and spin	1.817	eV
HOMO energy	-8.401	eV
lowest unoccupied orbital energy	-0.40	eV

These are the natural (NBO) partial charges, in e, on atoms 1 to 6:
1 C -0.21
2 C -0.19
3 C -0.13
4 C -0.21
5 C -0.22
6 C -0.15

This record from the Open Molecules 2025 dataset describes the ion C7H14N with charge +1. The level of theory is ωB97M-V/def2-TZVPD.

```
! wB97M-V def2-TZVPD RIJCOSX def2/J DEFGRID3
* xyz 1 1
C -0.54 -1.26 0.43
C 0.77 -1.14 0.46
C 0.80 0.56 -1.14
C -1.32 -0.14 0.09
C -1.54 0.97 1.08
C -2.27 -0.36 -0.99
C 2.70 0.37 0.48
N 1.58 -0.24 -0.33
H -1.09 -2.15 0.75
H 1.41 -1.98 0.92
H 1.04 0.51 -2.21
H 0.45 1.54 -0.73
H -0.80 1.64 0.99
H -1.56 0.58 2.12
H -2.55 1.52 0.93
H -3.14 -0.98 -0.76
H -1.74 -0.85 -1.84
H -2.82 0.59 -1.30
H 2.22 1.35 0.76
H 2.77 -0.19 1.44
H 3.59 0.44 -0.05
H 2.02 -0.79 -1.11
*
```

Computed properties:
energy above the lowest of the compared OMol25 structures with the same formula, charge and spin	4.792	eV
HOMO energy (alpha / beta)	-11.850 / -12.939	eV
lowest unoccupied orbital energy (alpha / beta)	-4.66 / -4.17	eV

These are the natural (NBO) partial charges, in e, on atoms 1 to 6:
1 C -0.24
2 C -0.03
3 C -0.31
4 C 0.22
5 C -0.67
6 C -0.70

E (eV)
-73037.6003 -8290.2530 -119524.0045 -33368.3185 -63295.9763 -8427.5686 -36821.9037 -8964.2857